C45H97N3O24 | ωB97M-V with the def2-TZVPD basis set

The geometry in XYZ format:
```
169
Properties=species:S:1:pos:R:3:forces:R:3:mulliken_spin:R:1
O -7.93075 -0.02620 -6.59368 -1.57 -0.77 0.91 -0.02
O -4.21409 4.53838 1.75774 -1.17 -0.36 1.03 -0.01
O 5.46775 -0.93089 -3.05586 -1.39 1.04 0.06 -0.01
O -2.41838 5.27499 -0.21274 -0.75 0.47 -1.01 -0.01
O -6.69931 0.56364 -8.36876 0.11 0.53 1.69 -0.02
O 2.43361 -3.67213 3.86965 -0.77 0.46 -0.30 -0.02
O 1.23925 2.63411 4.91350 0.65 -0.77 0.18 -0.01
O -0.04333 -3.90284 2.21568 -0.69 -1.99 -0.48 -0.75
O 8.91255 1.69938 0.37993 0.60 0.06 0.47 0.00
O 9.97512 -0.57710 -0.67353 -0.26 -1.93 -0.39 0.00
O -1.77484 0.54227 1.02661 0.62 -0.42 -0.69 -0.02
O 0.03212 0.76396 5.27670 0.90 0.02 2.05 -0.08
O 1.11741 -0.42312 0.87730 -1.12 -1.38 1.60 0.02
O -3.17088 -0.61273 -6.21225 0.33 -1.93 0.94 -0.08
O -3.46942 -1.97890 -4.41296 0.42 -0.59 0.21 -0.54
O -2.17637 -2.71690 -6.07008 -1.75 1.22 1.33 -0.19
O 6.52247 2.67119 -0.80608 0.51 -0.12 -0.39 0.00
O -3.46808 1.01667 -1.55367 0.11 0.91 -0.95 -0.21
O -6.06869 0.93280 -6.15372 -0.66 0.13 -0.85 -0.08
O 5.03713 -3.47705 -1.50363 -0.30 0.84 0.94 0.00
O -6.22604 5.90642 4.04288 -0.72 -0.91 0.28 -0.01
O 3.25036 -6.33829 -0.35006 -0.49 -0.09 0.04 -0.09
O -2.98816 -3.63520 3.31564 -0.73 0.27 0.71 -0.59
O 0.86411 1.83986 7.00444 1.01 -0.61 -0.07 -0.03
N 1.97350 4.80226 0.65372 -2.17 -1.32 1.56 0.00
N 0.33310 -4.28367 -3.04405 -3.57 0.38 2.04 -0.06
N -6.56736 0.72613 2.65952 3.89 -2.53 1.24 -0.16
C -0.13818 -1.15702 0.53773 0.81 0.99 0.31 -0.49
C 5.24602 -2.19134 -0.86670 1.29 -0.10 -1.49 0.00
C 0.83055 1.75909 5.64200 -1.25 2.01 0.43 0.03
C 0.13575 3.87800 2.32688 -0.16 1.10 -0.64 -0.01
C 4.21041 -0.24710 -2.82418 0.15 -0.72 0.37 0.02
C -3.81099 5.90291 1.70543 0.59 -0.83 -0.37 -0.02
C -3.47970 6.18375 0.24586 1.51 -0.81 0.05 0.00
C -6.27434 4.73206 3.23371 1.30 -0.03 -0.88 0.02
C 10.32146 1.51257 0.28501 -0.47 -1.63 1.66 0.00
C -8.66274 -1.05917 -7.32098 1.07 0.86 -0.58 0.05
C -1.70811 -2.77915 -7.41694 0.28 0.55 0.14 0.00
C -0.17817 0.50862 3.93093 -0.94 -0.41 -2.06 -0.05
C -2.47447 1.70710 0.59882 0.54 -0.18 1.56 -0.68
C -5.62861 0.05285 2.95598 -2.99 1.35 -0.76 0.57
C -4.46182 -1.12402 -3.79344 -0.27 0.53 -0.76 0.66
C 2.51045 -7.41892 -0.91274 1.35 -0.03 0.27 0.15
C -3.04133 2.06602 -2.46327 0.30 -0.12 0.34 -0.06
C -1.25767 -4.68726 1.97974 0.11 0.36 -0.54 0.94
C -3.64323 -4.75272 3.90628 1.06 0.23 0.41 0.99
C -3.70437 1.47022 -0.23044 0.22 0.65 0.59 0.36
C 1.72292 2.83123 7.62977 -0.59 0.76 0.06 0.00
C -1.27115 -0.27365 -0.01553 1.24 -0.11 -0.12 0.57
C -7.57811 6.28365 4.30172 0.23 0.17 0.19 0.00
C 8.51995 3.04740 0.56372 -0.72 -0.73 -0.63 0.00
C 5.23082 3.08435 -1.22257 0.08 0.73 0.66 0.00
C 4.72177 -4.49727 -0.53399 -0.46 0.70 -1.02 0.00
C 2.38673 -4.03887 2.48622 -0.88 -0.97 0.27 -0.01
C 1.14240 4.33754 1.34120 1.98 0.88 -0.88 0.00
C -6.89559 0.53687 -7.16036 1.64 -0.33 -1.43 0.06
C -0.70425 -4.18126 -2.47835 3.51 -0.54 -1.77 0.45
C 10.64086 -0.03637 0.44606 -0.47 1.81 -2.15 0.00
C 7.00180 3.13088 0.44990 -0.89 0.32 -0.10 0.00
C -2.98156 -1.66477 -5.60111 0.61 0.74 -1.90 0.35
C -2.57056 -3.88027 2.00085 1.28 -0.42 0.40 -0.08
C -1.98594 -4.06142 -1.79813 -0.96 -0.23 -0.16 0.41
C 1.09322 -4.79386 2.00558 0.24 1.72 0.28 0.14
C 3.99138 -5.62992 -1.31327 0.87 1.37 1.24 0.01
C -4.45670 -0.81358 3.32708 -0.16 0.74 -0.80 -0.60
C 9.70624 -1.97546 -0.54522 0.08 -0.26 0.13 0.00
C -2.16376 5.33991 -1.64672 -0.33 0.26 0.74 0.03
C -4.88385 4.08978 2.99017 -0.22 1.45 -1.04 -0.06
C 1.76813 -2.45682 4.29051 0.46 0.05 -0.69 -0.02
C -5.02894 1.87871 -6.37901 0.36 0.93 -0.39 -0.02
C 6.12914 -1.29247 -1.84211 -1.28 -1.01 -0.30 -0.01
C 1.96953 0.20280 -0.07420 -2.72 -0.53 -0.09 -0.03
H -1.95884 6.33846 -2.03272 0.13 0.45 0.48 0.00
H 3.98363 -4.17440 0.20018 -0.12 0.42 -0.01 -0.01
H 2.09467 -1.58247 3.72750 0.75 0.04 -0.21 0.01
H -8.25622 5.44867 4.12548 -0.03 -0.09 0.24 0.00
H 10.57179 -2.61674 -0.37886 0.68 0.42 0.51 0.00
H 4.72616 -6.21998 -1.86101 -0.21 -0.44 -0.17 0.00
H -9.60738 -1.24945 -6.81151 0.44 0.00 0.17 0.00
H -4.54912 6.64085 2.01959 -0.44 -0.19 0.12 0.00
H -0.79688 0.30736 -0.80647 -0.24 0.53 -0.26 0.04
H -7.91206 7.08216 3.63918 0.15 0.23 -0.07 0.00
H -6.75131 5.05007 2.30664 0.21 -0.34 -0.56 0.00
H -4.38584 -5.18379 3.23486 -0.25 0.07 0.20 -0.32
H -1.80198 2.49056 0.24945 0.20 -0.08 -0.49 0.03
H -4.18905 1.57381 -7.00328 -0.21 -0.80 0.24 0.01
H -7.65222 6.60359 5.34107 -0.06 0.07 -0.06 0.00
H -4.64188 -1.70799 3.92192 -0.48 0.48 0.28 -0.01
H -2.75624 2.00113 1.60989 -0.78 0.93 -0.23 0.02
H -1.29189 -1.83732 -7.77445 0.16 0.12 0.34 0.00
H -4.22669 4.28461 3.83769 0.00 0.02 0.20 0.00
H -5.38917 -1.24383 -4.35358 -0.01 0.10 0.00 -0.04
H -4.27170 2.40019 -0.19304 -0.11 0.29 -0.34 0.08
H -3.76865 2.85177 -2.66747 -0.63 -0.17 0.44 0.01
H 5.09673 4.14416 -1.00600 0.05 0.33 -0.20 0.00
H -2.81101 -4.36247 -2.44368 0.13 0.33 -0.59 -0.51
H -4.15935 -0.07741 -3.82849 0.08 -0.18 -0.10 0.08
H 3.41918 -0.96739 -2.61623 0.08 -0.29 0.30 0.00
H 2.74534 2.93273 7.26586 -0.25 -0.44 -0.54 0.00
H -2.17691 -4.76733 -0.98984 0.76 0.05 0.36 -0.71
H -2.75796 1.69499 -3.44823 -0.25 -0.81 0.18 0.04
H 5.09771 2.91717 -2.29142 0.35 -0.13 0.09 0.00
H 3.21656 -4.72702 2.32516 0.04 -0.18 0.22 0.00
H 0.46375 4.07012 3.34844 0.35 -0.53 -0.21 0.00
H 5.81136 -2.30787 0.05792 0.26 -0.16 0.16 0.00
H 11.71494 -0.15731 0.30531 0.34 -0.05 0.18 0.00
H -2.18803 -3.04097 -1.47265 0.13 0.00 0.08 0.98
H -0.49614 -1.56278 1.48394 0.43 0.01 0.12 0.09
H 0.14513 -2.00783 -0.08191 -0.25 0.07 -0.41 -0.04
H -5.36797 2.79620 -6.86003 -0.63 -0.03 0.00 0.00
H 2.03942 -2.31168 5.33619 -0.17 -0.13 -0.07 0.00
H 10.84376 1.92648 1.14756 0.02 0.77 0.10 0.00
H -1.28985 4.73876 -1.89772 -0.09 -0.12 0.42 0.00
H 1.22955 -5.05300 0.95565 -0.01 0.53 -0.51 0.02
H -2.44760 -2.91715 1.50549 0.10 0.07 -0.04 0.28
H -3.98487 -1.22273 2.43373 -0.20 0.20 -0.34 0.11
H 6.94361 -1.88579 -2.25769 0.17 -0.19 0.61 0.00
H -0.90768 1.15830 3.44736 0.04 0.61 0.37 0.10
H -2.90960 -5.50832 4.18730 0.18 -0.45 -0.40 0.03
H 5.65333 -4.63200 0.01570 0.04 -1.05 0.03 0.00
H -2.14606 2.60096 -2.14636 0.10 -0.20 0.57 -0.01
H 6.53638 -0.40661 -1.35475 -0.13 0.11 0.33 0.00
H -2.10705 -0.80222 -0.47379 0.21 -0.52 -0.03 0.07
H 1.37786 1.09811 -0.26515 1.07 0.81 -0.66 -0.01
H 1.95663 -0.41342 -0.97321 0.64 0.08 -0.25 0.01
H 0.70347 0.53071 3.29037 0.18 -0.19 0.32 0.00
H -4.64895 -1.38976 -2.75303 0.57 -0.45 -0.21 -0.07
H 1.95866 -7.90238 -0.10658 -0.16 0.19 -0.17 -0.02
H -3.04508 7.17752 0.13809 -0.43 0.36 0.00 0.00
H -3.00707 5.00484 -2.25059 -0.26 -0.33 0.26 0.00
H 4.29874 -1.73616 -0.57762 -0.17 0.09 -0.24 0.01
H 3.78010 0.31295 -3.65441 0.96 -0.01 -0.52 0.00
H -0.69424 4.57118 2.19004 -0.36 -0.16 -0.19 0.00
H -3.35643 -4.42060 1.47308 0.02 -0.24 -0.32 -0.23
H 8.83814 3.47197 1.51587 0.01 -0.20 0.41 0.00
H -2.94699 6.01864 2.35980 0.30 0.21 0.02 0.01
H -5.07417 3.01930 2.91298 0.39 0.05 -0.39 0.04
H 10.35703 -0.53209 1.37439 -0.38 0.47 0.22 0.00
H -2.45999 -3.04385 -8.16038 -0.35 -0.28 0.38 0.00
H -1.31572 -5.55420 2.63787 0.05 0.26 0.74 0.04
H -7.97098 -1.89891 -7.38729 -0.44 -0.33 0.23 -0.01
H 0.89768 -5.78820 2.40704 0.19 0.14 1.02 0.02
H 9.32141 -2.47872 -1.43220 -0.45 0.99 -0.40 0.00
H -4.41278 6.06913 -0.30581 0.13 -0.07 -0.43 0.00
H 10.67674 1.95766 -0.64438 0.31 -0.36 -0.11 0.00
H 1.79206 2.68205 8.70730 -0.25 -0.96 -0.15 0.00
H 3.32053 -5.07924 -1.97267 0.00 -0.22 -0.41 -0.01
H 4.39541 2.62016 -0.69843 0.10 -0.53 0.25 0.00
H -6.88194 3.90112 3.59213 -0.33 0.30 0.81 0.01
H 1.24380 3.80966 7.59505 -0.03 0.07 -0.59 0.00
H -8.83975 -0.73385 -8.34613 -0.14 0.15 0.08 0.00
H -0.69748 -0.44832 3.87903 0.49 -0.24 0.07 0.06
H -0.22415 2.86510 2.14632 0.33 0.06 0.11 0.02
H 3.30029 -8.09152 -1.24723 -0.32 -0.66 -0.37 0.01
H 9.00231 -2.15285 0.26787 -0.12 0.02 0.13 0.00
H -0.93225 -3.54139 -7.34543 -0.07 0.10 -0.33 -0.01
H 6.41780 2.64120 1.22916 0.51 -0.66 0.38 0.00
H -3.99796 -4.45571 4.89322 -0.64 0.34 -0.30 -0.01
H -4.28819 0.78598 0.38524 -0.25 -0.68 -0.80 -0.04
H 4.28392 0.43696 -1.97875 0.12 0.07 0.12 0.00
H -4.67409 2.17504 -5.39191 0.03 -0.33 -0.05 0.02
H 1.89281 -7.13622 -1.76521 -0.21 0.20 0.14 -0.02
H -3.70630 -0.15133 3.75885 -0.01 -0.17 0.36 0.18
H 2.94747 0.35441 0.38267 -0.15 0.05 -0.18 0.01
H 8.96924 3.68388 -0.19861 0.02 0.06 -0.37 0.00
H 2.60601 -3.20781 1.81588 -0.41 0.46 0.09 0.00
H 0.69450 -2.36336 4.12714 -0.22 -1.03 0.26 -0.01
H -1.20815 -5.21805 1.02900 0.30 0.37 -0.65 -0.02
H 6.73564 4.16972 0.64499 0.00 0.57 -0.46 0.00
```
Forces are in eV/Å.

As for the total charge: -1. The spin multiplicity is 2. For the gap between HOMO and LUMO (alpha / beta), the calculation gives 0.0614 / 0.3464 Ha. The value obtained for the energy is -101834.2382 eV.